No. 1
Below is a molecular structure, C51H51BrClN12OSTl, with properties calculated with ωB97M-V/def2-TZVPD.

The geometry in XYZ format:
```
119
Properties=species:S:1:pos:R:3:mulliken_charge:R:1
Tl -21.30742 3.53759 14.83781 0.82
C -23.24355 8.55964 9.74023 -1.50
C -23.21259 7.67346 10.93106 0.72
C -24.19171 7.73741 11.92538 -1.32
C -24.09785 6.96044 13.07994 -0.42
C -23.12126 5.94940 13.23291 0.74
N -23.03846 5.13017 14.30386 -0.32
C -24.17201 4.96310 15.11781 0.19
C -25.33386 4.31852 14.65621 -0.12
C -26.38820 4.04515 15.51120 -0.90
C -26.33494 4.35505 16.86227 0.77
C -27.38232 3.91944 17.85822 -1.61
C -25.16092 4.96603 17.32987 0.18
C -24.12056 5.29892 16.47994 -1.02
N -22.95059 5.96533 17.00097 0.85
C -22.67696 7.30519 17.02164 -0.04
C -21.35807 7.43780 17.41736 -1.59
C -20.90311 6.13816 17.62546 -0.19
N -21.85600 5.25269 17.37985 -0.47
C -22.14760 5.83115 12.18695 -1.00
C -22.21895 6.69387 11.08876 -0.11
N -21.13975 4.82283 12.15787 0.86
C -21.11008 3.68803 11.44880 -0.56
C -19.85711 3.13318 11.51715 -0.84
C -19.14121 4.06304 12.28678 -0.37
N -19.89754 5.04634 12.70862 -0.50
H -23.99874 9.31605 9.79233 0.38
H -23.45728 8.06193 8.76657 0.29
H -22.26254 9.02912 9.60308 0.33
H -24.95108 8.49058 11.81153 0.34
H -24.83525 7.03117 13.85810 0.58
H -25.31931 3.92556 13.64649 0.51
H -27.24130 3.54419 15.12621 0.47
H -28.37910 4.28405 17.61053 0.38
H -27.21467 4.31861 18.84123 0.38
H -27.44661 2.80769 17.92349 0.30
H -25.08008 5.18902 18.39485 0.29
H -23.41732 8.02347 16.67755 0.42
H -20.78765 8.34975 17.47705 0.50
H -19.91486 5.78942 17.90219 0.61
H -21.46294 6.60756 10.31766 0.42
H -21.93305 3.34730 10.87834 0.61
H -19.43358 2.28942 10.99881 0.56
H -18.09193 4.05977 12.53554 0.47
S -21.71320 -0.45531 14.21338 -0.14
C -24.48586 2.51872 23.68508 -1.83
C -22.99702 2.08385 23.63992 1.74
C -22.97574 0.53253 23.65423 -1.82
C -22.26309 2.61269 24.87009 -2.01
C -22.26499 2.62372 22.34465 1.58
O -20.94814 2.11709 22.32363 -0.59
C -22.05524 4.15079 22.38148 -1.45
C -21.34039 4.69338 21.14697 -0.31
C -19.85812 4.47418 20.98919 0.39
C -18.94072 5.29308 21.66503 -0.45
C -17.54438 5.16124 21.52910 -0.89
C -17.02335 4.21181 20.66136 0.11
Cl -15.28169 4.02513 20.41371 -0.23
C -17.91829 3.38714 19.96766 -1.48
C -19.29065 3.51230 20.16677 0.98
C -23.12578 2.20530 21.12444 -1.84
N -22.37689 1.73700 19.93083 1.18
C -22.45702 2.14243 18.65878 0.07
N -21.65420 1.39287 17.87448 -0.30
C -21.10221 0.54297 18.75273 -0.55
N -21.51525 0.68214 20.00986 -1.07
H -24.89482 2.04999 24.56286 0.51
H -25.07801 2.26890 22.80995 0.33
H -24.55074 3.58607 23.82629 0.41
H -23.40534 0.12853 24.55792 0.54
H -21.96511 0.21237 23.59255 0.42
H -23.63286 0.15777 22.87707 0.36
H -22.44836 1.99699 25.73282 0.48
H -22.53016 3.63542 25.14586 0.34
H -21.18153 2.55815 24.75198 0.40
H -20.88752 1.37849 21.65665 0.48
H -21.43583 4.39928 23.24378 0.59
H -22.98695 4.69682 22.47678 0.53
H -21.49229 5.78086 21.21320 0.77
H -21.84351 4.43321 20.15341 -0.70
H -19.33781 6.08655 22.27536 0.47
H -16.84126 5.87704 22.02419 0.34
H -17.52196 2.64739 19.32478 0.69
H -19.86695 2.81537 19.57846 0.28
H -23.75820 3.01196 20.78631 0.16
H -23.76286 1.39097 21.36208 0.64
H -23.11356 2.94671 18.32783 0.34
H -20.35133 -0.21879 18.47177 0.39
N -13.88163 -2.40504 10.93156 -0.50
C -14.98298 -2.04600 10.99459 -0.01
C -16.34532 -1.58261 11.12747 0.52
C -16.85713 -1.43173 12.40190 -0.89
C -18.19197 -1.06647 12.57300 0.05
C -19.06927 -0.90815 11.49568 0.28
C -18.51316 -1.02059 10.19715 -0.27
C -17.15980 -1.33345 10.01397 -0.98
N -20.38569 -0.46537 11.71417 0.69
C -21.52660 -0.82315 11.02924 0.19
C -22.59760 -0.24893 11.62750 -1.32
N -22.19213 0.54457 12.73090 -0.11
C -20.78768 0.31644 12.79257 -1.15
H -16.24463 -1.62879 13.26650 0.45
H -18.56641 -0.98060 13.61282 0.39
H -19.18758 -0.86420 9.36465 0.43
H -16.80108 -1.38724 9.02520 0.49
H -21.49671 -1.49394 10.18114 0.44
H -23.63005 -0.39792 11.40381 0.48
H -20.17215 1.13444 13.13264 0.75
Br -15.77054 7.39279 13.86240 -0.19
C -16.57125 6.12778 15.04298 -0.39
C -15.83490 5.48253 16.01835 -0.18
C -16.48300 4.62700 16.88393 -0.55
C -17.80477 4.32537 16.65093 -0.13
N -18.51549 4.90610 15.69644 0.28
C -17.91228 5.79901 14.89446 -0.47
H -14.75570 5.62222 16.09946 0.44
H -15.93116 4.16617 17.70816 0.29
H -18.34253 3.71428 17.36697 0.37
H -18.49289 6.22102 14.08241 0.62
```

=====

No. 2
Below is 3 unconnected molecules or ions with the total composition C2H10N2O2, with properties calculated with ωB97M-V/def2-TZVPD.

For the energy above the lowest of the compared OMol25 structures with the same formula, charge and spin, the calculation gives 33.57 kcal per mole. The structure (SMILES) is N/C=C/N.O.O.

The geometry in XYZ format:
```
16
Properties=species:S:1:pos:R:3:mulliken_charge:R:1
C -1.13409 1.22391 -1.88040 -0.26
C -0.31777 2.13270 -2.44495 -0.03
N 0.84433 1.82531 -3.15955 -0.48
N -2.36614 1.52763 -1.21274 -0.57
H -1.16058 0.28855 -2.43051 0.18
H -0.47736 3.18587 -2.22883 0.28
H 1.60514 2.47688 -3.02890 0.22
H 1.05710 0.84844 -3.21424 0.19
H -3.06875 0.82379 -1.44496 0.26
H -2.77412 2.39468 -1.53471 0.21
H 2.64197 -0.73330 4.05765 0.32
H 2.56081 -2.24705 4.12252 0.32
O 2.27159 -1.45133 4.58188 -0.64
H 0.28541 -3.34365 3.07740 0.32
H -0.28042 -4.78478 3.14800 0.31
O 0.31288 -4.16763 3.59235 -0.63
```

=====

No. 3
Below is a molecular structure, C13H23HgN2O3P, with properties calculated with ωB97M-V/def2-TZVPD.

For the energy above the lowest of the compared OMol25 structures with the same formula, charge and spin, the calculation gives 0.00 kcal per mole.

The geometry in XYZ format:
```
43
Properties=species:S:1:pos:R:3:mulliken_charge:R:1
C 2.13700 0.24485 -2.95398 -0.64
C 2.46172 0.56942 -1.64023 -0.72
C 1.70303 0.06755 -0.56481 1.38
C 0.69520 -0.86236 -0.82720 -1.06
C 0.28995 -1.08378 -2.14509 1.24
C 1.04186 -0.57582 -3.21182 -0.86
C 2.02433 0.57267 0.81866 -0.56
C 2.03661 2.12530 0.89175 -1.29
N 0.76855 2.74813 0.61524 0.40
Hg -0.06939 -2.17943 0.74735 0.15
C -0.98256 -1.84311 -2.44844 -1.10
P -2.00092 -1.87417 -0.92708 0.40
H 3.31261 1.22064 -1.42611 0.42
H 0.74033 -0.82527 -4.23070 0.42
H 2.73081 0.64055 -3.77821 0.38
H -0.78532 -2.88756 -2.74420 0.40
H -1.57887 -1.36944 -3.24476 0.51
H 1.32598 0.18078 1.57227 0.06
H 3.03373 0.24426 1.11606 0.38
H 2.32438 2.41443 1.91836 0.49
C -3.39792 -2.95821 -1.27749 -1.10
C -2.64517 -0.17786 -0.83531 -0.88
H 2.77437 2.52154 0.17817 0.52
C 0.56045 3.51708 -0.57449 -1.01
C -0.13985 2.99248 1.70001 -1.04
H 0.12863 -2.91048 2.39452 0.01
H 0.65381 4.60266 -0.38168 0.33
H 1.28646 3.22099 -1.34355 0.31
H -0.46034 3.34067 -0.95368 0.27
H -0.04220 4.02338 2.09098 0.31
H -1.18008 2.87019 1.35824 0.28
H 0.06332 2.28589 2.51689 0.32
H -3.16292 0.08133 -1.76948 0.39
H -3.34807 -0.12358 0.00716 0.38
H -1.83551 0.54221 -0.65974 0.06
H -3.81569 -2.74271 -2.27259 0.36
H -3.06919 -4.00639 -1.23511 0.33
H -4.16878 -2.79570 -0.51089 0.37
H 0.20440 -2.57498 3.14817 0.10
O -0.25953 -3.52627 5.20310 -0.57
N 0.07893 -2.34413 5.28162 0.99
O 0.16408 -1.65422 6.29198 -0.58
O 0.40178 -1.71152 4.10609 -0.55
```

=====

No. 4
Below is a gas-phase ion, C3H8NOS (charge -1), with properties calculated with ωB97M-V/def2-TZVPD.

For the energy above the lowest of the compared OMol25 structures with the same formula, charge and spin, the calculation gives 41.32 kcal per mole. The structure (SMILES) is N[C@H](C[O-])CS. As for the total charge: -1.

The geometry in XYZ format:
```
14
Properties=species:S:1:pos:R:3:mulliken_charge:R:1
C 1.32756 -0.12756 -0.83913 -0.46
O 2.50279 0.08670 -0.26580 -0.90
C 0.13050 -0.24496 0.22677 0.32
C -1.11010 0.37953 -0.39567 -1.03
S -2.64040 0.22832 0.61067 -0.27
N 0.52677 0.44199 1.45891 -0.73
H 0.98779 0.71884 -1.49775 0.16
H 1.27866 -1.03949 -1.47908 0.23
H -0.10595 -1.29467 0.39174 0.34
H -1.34510 -0.15668 -1.30958 0.31
H -0.97870 1.41981 -0.67626 0.42
H -2.76153 -1.09677 0.47905 0.08
H 1.36851 0.93351 1.16151 0.31
H 0.81919 -0.24856 2.13463 0.23
```

=====

No. 5
Below is a single C3H3N3O molecule, with properties calculated with ωB97M-V/def2-TZVPD.

For the energy above the lowest of the compared OMol25 structures with the same formula, charge and spin, the calculation gives 107.41 kcal per mole.

The geometry in XYZ format:
```
10
Properties=species:S:1:pos:R:3:mulliken_charge:R:1
O 1.70714 0.12651 -0.68294 -0.50
C 0.85732 -2.19820 0.62942 -0.12
N 1.28430 0.99112 0.08292 0.40
N 0.10009 1.33356 0.38974 -0.44
C -0.95864 0.57729 -0.11281 -0.16
C -1.06567 -0.75831 -0.20127 -0.08
N -0.08344 -1.61555 0.22029 -0.07
H 1.98353 1.58401 0.54905 0.27
H -1.83874 1.17657 -0.32596 0.36
H -1.98590 -1.21701 -0.54844 0.33
```

=====

Across the entries above, Kohn-Sham gap takes the values 6.62, 8.13, 7.49, 5.96, 9.30 eV, respectively.
Across the entries above, lowest unoccupied orbital energy takes the values -0.12, 0.74, -0.38, 3.27, -0.33 eV, respectively.
Across the entries above, largest force on an atom takes the values 1.893, 2.334, 4.058, 0.853, 1.066 eV/A, respectively.